DFT (wB97M-V/def2-TZVPD) results for a structure of composition C21H34HfN5OS2Si2 at a distorted geometry.

Structure (XYZ):
```
66
C21H34HfN5OS2Si2, DFT wB97M-V/def2-TZVPD
Hf -0.56 0.94 -1.04
C 1.64 -2.08 0.64
Si 2.28 -0.75 -0.56
C 4.18 -0.89 -0.54
C 1.73 -0.99 -2.40
C 1.46 0.91 -0.13
C 0.92 0.99 1.24
C 1.68 0.92 2.41
C 1.06 1.07 3.63
C -0.31 1.31 3.68
C -1.01 1.37 2.49
N -0.43 1.20 1.29
Si 2.41 2.54 -0.54
C 2.27 2.64 -2.45
C 4.25 2.56 -0.07
C 1.57 3.98 0.40
H 1.90 -3.08 0.32
H 0.56 -2.03 0.76
H 2.08 -1.94 1.62
H 4.47 -1.93 -0.67
H 4.60 -0.56 0.40
H 4.65 -0.32 -1.34
H 1.92 -2.01 -2.73
H 2.33 -0.34 -3.04
H 0.67 -0.76 -2.59
H 2.74 0.78 2.33
H 1.63 1.00 4.55
H -0.82 1.46 4.61
H -2.08 1.56 2.48
H 3.15 2.22 -2.93
H 2.22 3.68 -2.76
H 1.39 2.13 -2.86
H 4.84 1.89 -0.68
H 4.41 2.29 0.97
H 4.66 3.56 -0.20
H 0.58 3.73 0.77
H 1.48 4.85 -0.23
H 2.17 4.27 1.26
S -3.07 0.93 -1.65
C -3.07 2.25 -0.49
C -4.04 2.19 0.53
N -4.77 2.05 1.40
C -2.16 3.29 -0.53
S -0.90 3.38 -1.75
C -2.21 4.36 0.38
N -2.16 5.24 1.11
C -3.64 -1.07 0.89
N -3.23 -2.16 0.03
C -4.32 -2.93 -0.53
C -1.97 -2.27 -0.44
O -1.19 -1.27 -0.54
N -1.57 -3.52 -0.77
C -0.45 -3.75 -1.66
C -2.02 -4.70 -0.06
H -4.15 -1.48 1.77
H -4.33 -0.41 0.37
H -2.76 -0.51 1.22
H -5.08 -2.23 -0.88
H -4.78 -3.60 0.20
H -3.97 -3.50 -1.39
H -0.20 -2.82 -2.17
H -0.74 -4.50 -2.39
H 0.42 -4.11 -1.11
H -2.66 -4.42 0.77
H -1.14 -5.22 0.33
H -2.56 -5.38 -0.72
```

Properties
HOMO-LUMO gap   7.18 eV
Highest occupied orbital energy   -0.4102 hartree
Energy relative to the best compared isomer or geometry (same formula, charge and spin)   25.97 kcal/mol
Total charge   +1
Spin multiplicity   1
E_LUMO   -4.0 eV

What are the Löwdin partial charges on each atom? They are as follows, in elementary charge units:
1. Hf 1.502
2. C -0.152
3. Si 0.515
4. C -0.164
5. C -0.173
6. C -0.528
7. C -0.438
8. C -0.012
9. C -0.009
10. C -0.023
11. C -0.088
12. N 0.012
13. Si 0.510
14. C -0.200
15. C -0.162
16. C -0.179
17. H 0.029
18. H 0.009
19. H 0.036
20. H 0.037
21. H 0.032
22. H 0.024
23. H 0.040
24. H 0.034
25. H -0.007
26. H 0.122
27. H 0.123
28. H 0.117
29. H 0.111
30. H 0.034
31. H 0.036
32. H -0.020
33. H 0.014
34. H 0.028
35. H 0.039
36. H -0.009
37. H 0.035
38. H 0.038
39. S 0.607
40. C -0.742
41. C -0.288
42. N 0.219
43. C -0.742
44. S 0.655
45. C -0.277
46. N 0.216
47. C -0.065
48. N -0.132
49. C -0.027
50. C -0.460
51. O -0.186
52. N -0.125
53. C -0.023
54. C -0.029
55. H 0.109
56. H 0.044
57. H 0.069
58. H 0.104
59. H 0.101
60. H 0.099
61. H 0.065
62. H 0.107
63. H 0.089
64. H 0.094
65. H 0.103
66. H 0.102

***

DFT (wB97M-V/def2-TZVPD) results for an isolated molecule of C21H34N4OS.

Structure (XYZ):
```
61
C21H34N4OS, DFT wB97M-V/def2-TZVPD
C -8.67 -1.51 -1.37
S -8.15 -0.39 -0.03
C -6.39 -0.23 -0.49
C -5.65 0.64 0.52
C -6.04 2.12 0.35
N -4.23 0.36 0.45
C -3.55 0.83 -0.75
C -2.20 0.14 -0.87
C -1.34 0.48 0.36
N 0.02 -0.04 0.36
C 0.93 0.67 -0.51
C 2.37 0.32 -0.15
C 2.58 -1.17 -0.34
C 3.98 -1.71 -0.03
O 4.29 -2.85 -0.32
N 4.81 -0.88 0.64
C 6.20 -1.21 0.83
C 7.10 -0.13 0.27
C 8.45 -0.36 0.07
C 9.23 0.67 -0.44
C 8.63 1.89 -0.72
C 7.27 2.01 -0.48
N 6.52 1.03 0.00
C 1.56 -1.92 0.53
C 0.15 -1.47 0.15
C -2.11 0.05 1.61
C -3.48 0.73 1.63
H -8.50 -1.02 -2.33
H -8.10 -2.43 -1.31
H -9.72 -1.70 -1.23
H -6.36 0.19 -1.49
H -5.95 -1.23 -0.49
H -5.97 0.32 1.52
H -7.11 2.22 0.50
H -5.79 2.47 -0.65
H -5.53 2.74 1.08
H -4.16 0.58 -1.62
H -3.40 1.92 -0.73
H -2.35 -0.94 -0.92
H -1.70 0.47 -1.78
H -1.24 1.57 0.41
H 0.75 0.43 -1.58
H 0.77 1.75 -0.38
H 2.52 0.60 0.89
H 3.05 0.90 -0.78
H 2.39 -1.44 -1.38
H 4.61 0.10 0.70
H 6.39 -2.17 0.33
H 6.41 -1.33 1.90
H 8.88 -1.32 0.30
H 10.29 0.53 -0.61
H 9.19 2.71 -1.12
H 6.74 2.94 -0.68
H 1.74 -1.68 1.58
H 1.67 -2.99 0.39
H -0.04 -1.76 -0.90
H -0.57 -1.99 0.79
H -2.28 -1.03 1.60
H -1.55 0.30 2.50
H -4.03 0.41 2.51
H -3.33 1.83 1.70
```

Properties
HOMO-LUMO gap   9.15 eV
Structure (SMILES)   CSC[C@H](C)N1CCC(N2CCC(C(=O)NCc3ccccn3)CC2)CC1
Highest occupied orbital energy   -0.3068 hartree
Energy relative to the best compared isomer or geometry (same formula, charge and spin)   0.00 kcal/mol
Total charge   0
Spin multiplicity   1
E_LUMO   0.8 eV

What are the Löwdin partial charges on each atom? They are as follows, in elementary charge units:
1. C -0.417
2. S 0.798
3. C -0.464
4. C -0.450
5. C -0.057
6. N -0.150
7. C -0.189
8. C -0.120
9. C -0.331
10. N -0.134
11. C -0.190
12. C -0.147
13. C -0.236
14. C -0.465
15. O 0.055
16. N 0.073
17. C -0.116
18. C -0.257
19. C -0.022
20. C -0.067
21. C -0.068
22. C -0.138
23. N 0.101
24. C -0.124
25. C -0.184
26. C -0.124
27. C -0.189
28. H 0.031
29. H 0.031
30. H 0.024
31. H 0.075
32. H 0.087
33. H 0.128
34. H 0.061
35. H 0.077
36. H 0.074
37. H 0.117
38. H 0.127
39. H 0.118
40. H 0.114
41. H 0.144
42. H 0.125
43. H 0.123
44. H 0.122
45. H 0.120
46. H 0.155
47. H 0.101
48. H 0.126
49. H 0.133
50. H 0.114
51. H 0.106
52. H 0.099
53. H 0.106
54. H 0.129
55. H 0.121
56. H 0.128
57. H 0.116
58. H 0.110
59. H 0.120
60. H 0.123
61. H 0.123

***

DFT (wB97M-V/def2-TZVPD) results for a structure of composition C21H34N5Pt.

Structure (XYZ):
```
61
C21H34N5Pt, DFT wB97M-V/def2-TZVPD
Pt 0.06 0.40 0.47
N 2.56 -2.20 1.40
C 3.27 -1.34 2.45
C 3.86 -0.09 1.81
C 2.91 1.10 1.62
N 2.07 0.96 0.37
C 2.05 1.34 2.86
C 1.35 0.10 3.39
N 0.20 -0.29 2.51
C 2.32 -1.05 3.61
H 3.21 -2.46 0.65
H 1.76 -1.72 0.99
H 2.23 -3.08 1.82
H 4.08 -1.98 2.80
H 4.36 -0.34 0.87
H 4.66 0.24 2.47
H 3.53 1.98 1.48
H 2.55 0.37 -0.30
H 2.07 1.87 -0.09
H 1.32 2.13 2.66
H 2.70 1.73 3.64
H 0.94 0.35 4.37
H -0.64 0.15 2.90
H -0.02 -1.28 2.58
H 1.79 -1.96 3.91
H 2.94 -0.80 4.47
C 0.73 2.36 -3.49
C 0.49 1.17 -2.58
C 1.51 0.07 -2.80
C -0.17 1.33 -1.32
C -1.08 0.64 -2.57
C -1.31 -0.76 -2.60
C -2.49 -1.26 -3.10
C -3.48 -0.39 -3.57
C -3.28 0.99 -3.55
C -2.10 1.49 -3.06
H 1.75 2.72 -3.32
H 0.06 3.20 -3.28
H 0.65 2.08 -4.54
H 2.50 0.51 -2.72
H 1.43 -0.35 -3.80
H 1.42 -0.74 -2.07
H -0.60 2.32 -1.19
H -0.54 -1.44 -2.28
H -2.65 -2.33 -3.16
H -4.40 -0.79 -3.97
H -4.05 1.65 -3.92
H -1.94 2.57 -3.06
N -1.43 -2.33 0.72
C -2.38 -1.30 0.77
C -3.72 -1.56 1.04
C -4.61 -0.51 1.09
C -4.16 0.79 0.86
C -2.83 0.98 0.61
N -1.94 -0.05 0.59
H -1.81 -3.27 0.77
H -0.76 -2.24 -0.04
H -4.05 -2.58 1.19
H -5.66 -0.70 1.30
H -4.83 1.63 0.89
H -2.42 1.96 0.45
```

Properties
HOMO-LUMO gap   8.46 eV
Highest occupied orbital energy   -0.6468 hartree
Energy relative to the best compared isomer or geometry (same formula, charge and spin)   0.00 kcal/mol
Total charge   +3
Spin multiplicity   1
E_LUMO   -9.1 eV

What are the Löwdin partial charges on each atom? They are as follows, in elementary charge units:
1. Pt 1.072
2. N 0.239
3. C -0.234
4. C -0.074
5. C -0.293
6. N -0.051
7. C -0.097
8. C -0.312
9. N -0.048
10. C -0.077
11. H 0.179
12. H 0.103
13. H 0.180
14. H 0.168
15. H 0.137
16. H 0.155
17. H 0.161
18. H 0.080
19. H 0.118
20. H 0.130
21. H 0.150
22. H 0.162
23. H 0.112
24. H 0.081
25. H 0.139
26. H 0.155
27. C 0.004
28. C -0.442
29. C -0.033
30. C -0.212
31. C -0.244
32. C -0.016
33. C -0.019
34. C 0.019
35. C -0.004
36. C 0.029
37. H 0.106
38. H 0.091
39. H 0.117
40. H 0.100
41. H 0.117
42. H 0.057
43. H 0.098
44. H 0.106
45. H 0.127
46. H 0.136
47. H 0.133
48. H 0.134
49. N 0.111
50. C -0.361
51. C 0.020
52. C 0.005
53. C -0.015
54. C -0.103
55. N -0.090
56. H 0.115
57. H 0.060
58. H 0.134
59. H 0.138
60. H 0.131
61. H 0.117